# 1
DFT (the ωB97M-V functional and the def2-TZVPD basis) results for a gas-phase ion, CHBrNO2 (charge -1) in a non-equilibrium geometry.

As for the SMILES: [O-][N+]([O-])=CBr. The value obtained for the electronic energy is -76678.39063 eV. The gap between HOMO and LUMO comes out at 6.7715 eV. For the energy relative to the best compared isomer or geometry (same formula, charge and spin), the calculation gives 3.586 eV.

```
! wB97M-V def2-TZVPD RIJCOSX def2/J DEFGRID3
* xyz -1 1
O -0.1270 -1.2321 1.1404
N -0.2539 -0.6348 0.0349
O -0.9060 -1.1602 -0.8930
C 0.1580 0.5986 0.1583
Br 0.5086 1.5960 -1.4565
H 0.6204 0.8326 1.0159
*
```

=====

# 2
DFT (the ωB97M-V functional and the def2-TZVPD basis) results for 2 unconnected molecules or ions with the total composition C3H4 in a non-equilibrium geometry.

The value obtained for the electronic energy is -3169.54796 eV. The gap between HOMO and LUMO comes out at 8.9534 eV. For the energy relative to the best compared isomer or geometry (same formula, charge and spin), the calculation gives 4.302 eV.

```
! wB97M-V def2-TZVPD RIJCOSX def2/J DEFGRID3
* xyz 0 1
C -1.4158 0.0150 1.6112
C -0.6309 0.1403 0.6992
C 0.8822 -0.0963 -1.1456
H -1.7540 0.2918 2.5275
H 0.8231 -1.2302 -1.2801
H 0.4860 0.4818 -1.8516
H 1.6094 0.3976 -0.5606
*
```

=====

Question: Which formula does entry 1 have?
Answer: CHBrNO2

=====

Question: Among the records above, which one has the highest electronic energy?
Answer: C3H4

=====

Question: Among the records above, which one has the lowest gap between HOMO and LUMO?
Answer: CHBrNO2